[1]
A molecular structure, C30H75F4N7O18S4Sn in a non-equilibrium geometry, computed with ωB97M-V/def2-TZVPD.

Element x y z (Å)
Sn: 2.42 2.32 -2.29
N: -5.72 0.83 2.77
S: -4.31 0.27 2.56
O: -3.39 0.87 1.63
O: -4.02 -1.11 2.94
F: -3.71 1.08 3.83
S: -6.41 -0.26 1.65
O: -6.97 -1.44 2.23
O: -5.85 -0.44 0.33
F: -7.60 0.81 1.32
N: 0.57 0.73 -0.77
S: -0.63 -0.17 -1.44
O: -1.49 0.54 -2.35
O: -1.17 -1.28 -0.69
F: 0.46 -0.84 -2.45
S: -0.19 1.37 0.38
O: 0.02 0.81 1.69
O: -1.36 2.12 0.04
F: 0.90 2.60 0.50
C: 7.37 -4.27 -2.88
O: 6.61 -4.72 -1.78
C: 7.33 -5.07 -0.58
C: 6.39 -5.32 0.57
N: 5.39 -4.26 0.82
C: 6.03 -3.01 1.33
C: 4.83 -2.05 1.49
O: 3.93 -2.08 0.42
C: 2.80 -1.23 0.39
H: 6.85 -3.41 -3.31
H: 7.52 -5.11 -3.54
H: 8.32 -3.84 -2.55
H: 8.01 -4.23 -0.42
H: 7.87 -5.99 -0.82
H: 7.01 -5.44 1.46
H: 5.79 -6.21 0.40
H: 4.77 -4.66 1.51
H: 6.81 -2.59 0.70
H: 6.46 -3.22 2.32
H: 5.24 -1.05 1.69
H: 4.23 -2.30 2.37
H: 2.46 -1.22 -0.64
H: 3.20 -0.24 0.61
H: 2.01 -1.64 1.03
C: -0.02 5.03 -2.00
O: 0.90 4.53 -1.01
C: 1.74 5.55 -0.53
C: 2.82 5.02 0.43
N: 3.73 4.15 -0.32
C: 4.63 3.35 0.53
C: 5.52 2.39 -0.27
O: 4.80 1.38 -0.94
C: 5.67 0.39 -1.50
H: -0.41 4.09 -2.40
H: 0.35 5.59 -2.86
H: -0.89 5.56 -1.60
H: 1.18 6.33 0.00
H: 2.19 6.09 -1.37
H: 2.39 4.51 1.29
H: 3.36 5.90 0.76
H: 4.35 4.76 -0.84
H: 4.12 2.73 1.27
H: 5.24 4.09 1.06
H: 6.34 2.07 0.38
H: 5.97 3.02 -1.05
H: 6.44 -0.07 -0.89
H: 6.05 0.97 -2.35
H: 5.17 -0.43 -2.01
C: 0.50 -4.46 0.75
O: 1.11 -4.60 -0.50
C: 0.17 -5.21 -1.38
C: -0.30 -4.23 -2.47
N: 0.71 -3.94 -3.48
C: 0.70 -5.03 -4.51
C: 1.86 -4.74 -5.46
O: 3.13 -4.86 -4.82
C: 4.13 -4.94 -5.81
H: 1.25 -4.15 1.48
H: 0.01 -5.34 1.18
H: -0.27 -3.68 0.83
H: -0.73 -5.65 -0.94
H: 0.60 -6.08 -1.89
H: -0.54 -3.35 -1.86
H: -1.30 -4.47 -2.85
H: 0.33 -3.22 -4.09
H: -0.26 -4.95 -5.03
H: 0.74 -6.08 -4.19
H: 1.67 -3.78 -5.94
H: 1.80 -5.52 -6.23
H: 4.18 -4.01 -6.40
H: 3.96 -5.73 -6.55
H: 5.13 -5.01 -5.38
C: -6.61 -1.78 5.65
O: -6.26 -0.50 6.23
C: -5.10 -0.46 7.04
C: -4.83 0.95 7.53
N: -4.52 1.86 6.45
C: -3.81 3.05 6.87
C: -2.90 3.60 5.80
O: -1.80 2.75 5.60
C: -1.07 3.07 4.44
H: -7.47 -1.52 5.05
H: -6.77 -2.45 6.50
H: -5.89 -2.20 4.95
H: -4.24 -0.89 6.51
H: -5.30 -1.16 7.86
H: -3.96 0.72 8.17
H: -5.70 1.24 8.12
H: -3.75 1.48 5.90
H: -3.18 2.94 7.77
H: -4.51 3.86 7.07
H: -2.54 4.58 6.16
H: -3.47 3.85 4.90
H: -1.53 3.37 3.50
H: -0.52 2.16 4.20
H: -0.24 3.74 4.73
C: -2.32 6.48 -3.83
O: -2.80 5.18 -3.54
C: -3.58 5.13 -2.32
C: -3.54 3.74 -1.75
N: -4.42 2.88 -2.53
C: -4.76 1.68 -1.83
C: -5.64 0.66 -2.57
O: -5.15 0.35 -3.86
C: -5.73 -0.84 -4.32
H: -3.08 7.17 -4.21
H: -1.38 6.52 -4.38
H: -2.06 6.95 -2.87
H: -3.12 5.84 -1.62
H: -4.56 5.56 -2.55
H: -2.56 3.26 -1.79
H: -3.87 3.76 -0.70
H: -5.31 3.33 -2.73
H: -3.86 1.22 -1.40
H: -5.42 1.89 -0.97
H: -5.63 -0.18 -1.88
H: -6.66 1.03 -2.65
H: -5.12 -1.71 -4.03
H: -5.72 -0.79 -5.41
H: -6.75 -1.01 -3.99

For the HOMO energy, the calculation gives -7.47 eV. As for the total energy: -139636.763 eV. The value obtained for the LUMO energy is -4.40 eV.

***

[2]
A single C14H12N4O2S molecule in a non-equilibrium geometry, computed with ωB97M-V/def2-TZVPD.

Element x y z (Å)
C: -3.90 -3.15 -0.13
C: -3.16 -1.95 -0.60
C: -2.29 -1.77 -1.65
C: -1.88 -0.43 -1.60
C: -2.52 0.13 -0.52
C: -2.51 1.47 0.06
O: -3.31 1.84 0.88
C: -1.50 2.47 -0.50
S: 0.19 1.87 -0.79
C: 0.37 0.83 0.58
N: -0.56 0.66 1.49
N: -0.09 -0.25 2.33
N: 1.06 -0.64 2.00
N: 1.42 0.02 0.88
C: 2.66 -0.22 0.26
C: 3.15 0.62 -0.74
C: 4.37 0.34 -1.31
C: 5.11 -0.76 -0.89
C: 4.62 -1.58 0.11
C: 3.40 -1.32 0.69
O: -3.30 -0.81 0.07
H: -3.71 -3.99 -0.80
H: -3.58 -3.41 0.88
H: -4.97 -2.94 -0.10
H: -2.00 -2.51 -2.37
H: -1.21 0.05 -2.29
H: -1.84 2.82 -1.47
H: -1.45 3.31 0.19
H: 2.58 1.48 -1.06
H: 4.75 0.99 -2.09
H: 6.07 -0.97 -1.35
H: 5.20 -2.43 0.44
H: 3.00 -1.94 1.47

For the HOMO energy, the calculation gives -8.67 eV. As for the total energy: -35601.379 eV. The structure (SMILES) is Cc1ccc(C(=O)CSc2nnnn2-c2ccccc2)o1. Its energy above the lowest of the compared OMol25 structures with the same formula, charge and spin is 53.8 kcal/mol. The value obtained for the LUMO energy is 0.35 eV.

***

[3]
2 unconnected molecules or ions with the total composition C27H21F2 in a non-equilibrium geometry, computed with ωB97M-V/def2-TZVPD.

Element x y z (Å)
F: -1.10 5.46 -0.58
C: -1.05 4.42 0.31
C: -0.73 4.71 1.64
C: -0.47 3.65 2.49
C: -0.43 2.30 2.01
C: 0.11 1.27 2.87
C: -0.43 -0.06 3.09
C: -0.37 -0.61 4.41
C: -0.59 -1.96 4.64
C: -0.92 -2.75 3.54
F: -0.90 -4.12 3.70
C: -1.13 -2.25 2.26
C: -0.95 -0.88 2.06
C: -0.85 2.07 0.68
C: -1.15 3.12 -0.18
H: -0.65 5.75 1.97
H: -0.21 3.84 3.53
H: 0.64 1.67 3.75
H: -0.09 0.05 5.23
H: -0.45 -2.40 5.62
H: -1.37 -2.91 1.43
H: -1.12 -0.48 1.07
H: -0.84 1.06 0.28
H: -1.39 2.93 -1.23
C: 2.77 0.70 1.59
C: 3.03 -0.78 1.38
C: 3.79 -1.27 0.31
C: 4.47 -0.32 -0.66
H: 4.56 -0.77 -1.65
C: 3.78 1.02 -0.75
C: 3.01 1.51 0.33
C: 2.52 2.81 0.25
C: 2.59 3.54 -0.93
C: 3.29 3.02 -2.03
C: 3.90 1.78 -1.91
C: 3.93 -2.64 0.11
C: 3.33 -3.54 0.98
C: 2.64 -3.06 2.10
C: 2.55 -1.69 2.32
H: 1.69 0.90 2.04
H: 3.41 1.08 2.39
H: 5.51 -0.17 -0.35
H: 2.04 3.23 1.14
H: 2.10 4.50 -0.98
H: 3.35 3.58 -2.96
H: 4.48 1.37 -2.74
H: 4.50 -3.00 -0.74
H: 3.40 -4.61 0.80
H: 2.17 -3.73 2.81
H: 2.08 -1.29 3.22

The net charge is +1. For the HOMO energy, the calculation gives -11.48 eV. As for the total energy: -33767.015 eV. Its energy above the lowest of the compared OMol25 structures with the same formula, charge and spin is 11.3 kcal/mol. The value obtained for the LUMO energy is -6.05 eV.

***

Copy entry 3 word for word.
2 unconnected molecules or ions with the total composition C27H21F2 in a non-equilibrium geometry, computed with ωB97M-V/def2-TZVPD.

Element x y z (Å)
F: -1.10 5.46 -0.58
C: -1.05 4.42 0.31
C: -0.73 4.71 1.64
C: -0.47 3.65 2.49
C: -0.43 2.30 2.01
C: 0.11 1.27 2.87
C: -0.43 -0.06 3.09
C: -0.37 -0.61 4.41
C: -0.59 -1.96 4.64
C: -0.92 -2.75 3.54
F: -0.90 -4.12 3.70
C: -1.13 -2.25 2.26
C: -0.95 -0.88 2.06
C: -0.85 2.07 0.68
C: -1.15 3.12 -0.18
H: -0.65 5.75 1.97
H: -0.21 3.84 3.53
H: 0.64 1.67 3.75
H: -0.09 0.05 5.23
H: -0.45 -2.40 5.62
H: -1.37 -2.91 1.43
H: -1.12 -0.48 1.07
H: -0.84 1.06 0.28
H: -1.39 2.93 -1.23
C: 2.77 0.70 1.59
C: 3.03 -0.78 1.38
C: 3.79 -1.27 0.31
C: 4.47 -0.32 -0.66
H: 4.56 -0.77 -1.65
C: 3.78 1.02 -0.75
C: 3.01 1.51 0.33
C: 2.52 2.81 0.25
C: 2.59 3.54 -0.93
C: 3.29 3.02 -2.03
C: 3.90 1.78 -1.91
C: 3.93 -2.64 0.11
C: 3.33 -3.54 0.98
C: 2.64 -3.06 2.10
C: 2.55 -1.69 2.32
H: 1.69 0.90 2.04
H: 3.41 1.08 2.39
H: 5.51 -0.17 -0.35
H: 2.04 3.23 1.14
H: 2.10 4.50 -0.98
H: 3.35 3.58 -2.96
H: 4.48 1.37 -2.74
H: 4.50 -3.00 -0.74
H: 3.40 -4.61 0.80
H: 2.17 -3.73 2.81
H: 2.08 -1.29 3.22

The net charge is +1. For the HOMO energy, the calculation gives -11.48 eV. As for the total energy: -33767.015 eV. Its energy above the lowest of the compared OMol25 structures with the same formula, charge and spin is 11.3 kcal/mol. The value obtained for the LUMO energy is -6.05 eV.